1.
Formula: C5H11O2
Source: the OMol25 dataset
Level of theory: ωB97M-V with the def2-TZVPD basis set

ORCA input file:
```
! RIJCOSX wB97M-V def2-TZVPD def2/J DEFGRID3
* xyz 0 2
C 0.99 -1.35 0.47
C 1.23 -1.69 -0.94
C 1.93 -0.28 1.21
O 1.47 0.85 1.30
O 3.07 -0.76 1.32
H 0.01 -0.84 0.46
H 0.93 -2.27 1.10
H 1.76 -2.64 -1.03
H 1.82 -1.09 -1.48
H 0.28 -1.98 -1.52
C -1.55 2.01 0.41
C -1.97 0.98 -0.66
H -2.06 2.06 1.32
H -0.46 1.84 0.75
H -1.51 3.07 0.01
H -2.84 0.38 -0.44
H -1.11 0.30 -0.61
H -2.02 1.42 -1.67
*
```

Properties
HOMO-LUMO gap (alpha / beta) ... 11.49 / 7.12 eV
Highest occupied orbital energy (alpha / beta) ... -10.66 / -10.45 eV
E ... -347.4733 Eh
<S²> ... 0.756

2.
Formula: C19H25ClNO9PS3Tc
Source: the OMol25 dataset
Level of theory: ωB97M-V with the def2-TZVPD basis set

ORCA input file:
```
! RIJCOSX wB97M-V def2-TZVPD def2/J DEFGRID3
* xyz -1 3
Tc 0.20 -0.99 0.32
C 0.13 0.08 -6.24
C 0.17 -0.09 -4.74
O 1.00 -1.23 -4.45
P 0.93 -1.92 -2.99
S 2.13 -3.44 -2.95
S 1.24 -0.36 -1.71
O -0.61 -2.27 -2.79
C -1.18 -3.51 -3.23
C -1.54 -4.36 -2.03
H -0.47 0.95 -6.50
H -0.29 -0.80 -6.72
H 1.14 0.23 -6.63
H -0.83 -0.26 -4.33
H 0.58 0.79 -4.24
H -0.48 -4.03 -3.88
H -2.07 -3.25 -3.81
H -0.64 -4.61 -1.47
H -2.02 -5.28 -2.36
H -2.22 -3.81 -1.38
O -2.09 -1.42 -0.25
S -2.17 -0.32 0.74
O -3.45 0.24 1.03
O -1.40 -0.85 1.94
O -1.15 0.68 0.17
O 0.14 -2.91 0.45
C 2.19 -1.64 0.83
C 2.25 -1.99 2.31
C 1.43 -1.02 3.20
C 1.43 0.38 2.67
C 1.66 1.50 3.58
C 0.86 2.57 3.54
C -0.15 2.69 2.45
C 0.58 2.84 1.13
N 1.12 0.51 1.43
H -0.81 -3.06 0.50
H 2.90 -0.86 0.56
H 2.36 -2.51 0.20
H 3.29 -1.98 2.65
H 1.87 -2.99 2.47
H 1.79 -1.01 4.23
H 0.39 -1.35 3.23
H 2.39 1.36 4.37
H 0.96 3.35 4.29
H -0.73 1.76 2.38
H 1.31 3.67 1.20
Cl -4.89 4.08 3.98
C -3.54 4.06 2.86
C -2.31 3.81 3.33
C -1.14 3.86 2.40
C -1.55 3.85 0.95
C -2.84 4.11 0.55
C -3.85 4.28 1.48
C -0.49 3.31 0.12
O -0.37 3.30 -1.08
O 1.41 1.72 0.80
H -2.15 3.62 4.39
H -0.56 4.78 2.62
H -3.07 4.10 -0.51
H -4.88 4.44 1.19
*
```

Properties
HOMO-LUMO gap (alpha / beta) ... 6.93 / 5.46 eV
Highest occupied orbital energy (alpha / beta) ... -4.68 / -4.82 eV
E ... -3547.8990 Eh
<S²> ... 2.058

3.
Formula: C22H60F3NO24S8
Source: the OMol25 dataset
Level of theory: ωB97M-V with the def2-TZVPD basis set

ORCA input file:
```
! RIJCOSX wB97M-V def2-TZVPD def2/J DEFGRID3
* xyz 0 1
N -2.55 1.33 1.15
H -3.13 1.94 0.58
H -3.08 0.48 1.44
H -2.29 1.82 2.00
H -1.74 0.91 0.64
C 1.86 -0.64 0.11
F 2.99 -0.17 -0.43
F 1.87 -1.99 0.02
F 1.82 -0.28 1.41
S 0.37 0.01 -0.76
O 0.68 1.42 -0.82
O 0.31 -0.65 -2.03
O -0.72 -0.24 0.17
O -1.80 4.27 -0.74
S -1.83 4.42 -2.16
O -3.05 4.62 -2.85
O -0.77 5.50 -2.60
C 0.31 5.75 -1.66
C 1.06 6.96 -2.19
C -1.09 2.93 -2.75
H 0.96 4.88 -1.62
H -0.08 5.94 -0.67
H 1.52 6.77 -3.15
H 1.86 7.22 -1.50
H 0.35 7.78 -2.21
H -1.25 2.04 -2.17
H -0.01 3.10 -2.72
H -1.24 2.80 -3.83
O 3.37 -2.69 -6.66
S 3.09 -2.72 -5.28
O 3.05 -3.95 -4.55
O 4.15 -1.77 -4.60
C 4.35 -1.90 -3.19
C 5.46 -0.96 -2.79
C 1.62 -1.74 -5.05
H 4.64 -2.92 -2.92
H 3.43 -1.73 -2.63
H 5.31 0.05 -3.15
H 6.38 -1.36 -3.24
H 5.67 -0.91 -1.72
H 1.22 -1.88 -4.05
H 0.93 -1.85 -5.88
H 2.01 -0.73 -5.14
O 2.63 -0.94 5.85
S 1.35 -0.92 5.25
O 0.94 -1.94 4.35
O 0.20 -0.87 6.36
C 0.59 -0.66 7.74
C 0.09 -1.84 8.58
C 1.07 0.63 4.45
H 0.04 0.22 8.08
H 1.62 -0.41 7.92
H 0.81 -2.01 9.38
H 0.08 -2.75 7.99
H -0.87 -1.66 9.06
H 1.86 0.78 3.72
H 1.04 1.39 5.24
H 0.06 0.65 4.05
O -3.60 -0.96 2.31
S -3.81 -2.38 2.46
O -5.07 -2.91 2.11
O -2.76 -3.16 1.63
C -1.35 -2.77 1.76
C -0.51 -3.82 2.44
C -3.45 -2.88 4.13
H -1.28 -1.77 2.18
H -1.02 -2.76 0.72
H -0.73 -3.90 3.50
H 0.54 -3.52 2.42
H -0.61 -4.81 2.01
H -2.94 -3.84 4.08
H -4.44 -2.93 4.58
H -2.89 -2.15 4.71
O -4.74 2.32 -3.82
S -4.64 0.91 -3.82
O -5.57 0.13 -4.58
O -3.19 0.59 -4.32
C -2.77 -0.82 -4.38
C -2.36 -1.14 -5.79
C -4.59 0.30 -2.15
H -3.61 -1.43 -4.04
H -1.95 -0.88 -3.66
H -3.24 -1.19 -6.42
H -1.74 -2.04 -5.77
H -1.68 -0.37 -6.15
H -5.55 0.58 -1.72
H -3.78 0.83 -1.67
H -4.50 -0.78 -2.18
O 2.57 7.38 2.27
S 1.86 6.18 2.51
O 0.77 5.77 1.69
O 2.96 5.05 2.55
C 2.58 3.69 2.27
C 2.92 3.27 0.87
C 1.32 6.20 4.19
H 1.49 3.60 2.34
H 2.98 3.01 3.02
H 2.51 3.92 0.10
H 2.52 2.27 0.67
H 3.99 3.22 0.67
H 0.94 5.20 4.39
H 0.45 6.86 4.21
H 2.16 6.49 4.81
O 1.05 -6.08 0.28
S 0.68 -5.68 -1.03
O 0.00 -6.58 -1.90
O -0.23 -4.39 -0.88
C -0.89 -3.84 -2.03
C -2.25 -3.29 -1.63
C 2.05 -4.94 -1.84
H -0.97 -4.54 -2.86
H -0.29 -3.00 -2.39
H -2.10 -2.44 -0.97
H -2.86 -4.10 -1.23
H -2.73 -2.95 -2.55
H 1.68 -4.63 -2.82
H 2.91 -5.59 -1.95
H 2.29 -4.07 -1.24
*
```

Properties
HOMO-LUMO gap ... 10.20 eV
Highest occupied orbital energy ... -10.89 eV
E ... -6219.7824 Eh